No. 1
This record from OMol25 describes a 9-piece molecular cluster, C35H57N3O18 overall in a non-equilibrium geometry. The level of theory is ωB97M-V with the def2-TZVPD basis set.

Each line ends with the Löwdin charge.
Element x y z (Å)
C1 -3.37 -0.56 4.39  -0.01
C2 -4.39 -1.44 5.08  -0.31
C3 -5.06 -2.59 4.30  -0.06
O1 -4.89 -3.69 5.18  0.07
C4 -4.03 -3.41 6.15  -0.50
O2 -3.53 -4.24 6.98  0.07
O3 -3.74 -2.10 6.17  0.09
H1 -2.78 0.01 5.13  0.10
H2 -3.72 0.16 3.65  0.08
H3 -2.70 -1.30 3.88  0.08
H4 -5.13 -0.81 5.44  0.12
H5 -4.62 -2.86 3.35  0.12
H6 -6.13 -2.40 4.16  0.14
C5 -0.46 -3.01 -3.72  -0.01
C6 -1.59 -3.02 -2.72  -0.29
C7 -2.99 -3.15 -3.24  -0.10
O4 -3.53 -4.27 -2.62  0.13
C8 -2.66 -4.73 -1.78  -0.59
O5 -2.88 -5.71 -1.04  0.10
O6 -1.48 -4.17 -1.88  0.10
H7 0.34 -2.41 -3.32  0.04
H8 -0.74 -2.46 -4.62  0.09
H9 -0.09 -3.98 -4.01  0.10
H10 -1.60 -2.12 -2.05  0.15
H11 -3.19 -3.35 -4.28  0.14
H12 -3.50 -2.26 -3.04  0.12
C9 -0.39 0.36 -3.89  -0.02
C10 -0.43 1.90 -3.99  -0.29
C11 -1.82 2.46 -4.39  -0.06
O7 -2.31 3.15 -3.26  0.12
C12 -1.36 3.26 -2.41  -0.58
O8 -1.46 4.02 -1.46  0.14
O9 -0.32 2.45 -2.72  0.05
H13 0.56 0.01 -3.49  0.06
H14 -0.50 -0.01 -4.88  0.08
H15 -1.17 -0.08 -3.31  0.08
H16 0.38 2.26 -4.61  0.15
H17 -2.49 1.63 -4.66  0.13
H18 -1.81 3.17 -5.25  0.15
C13 1.85 3.89 0.25  -0.03
C14 1.32 5.06 1.02  -0.37
C15 2.36 5.88 1.76  -0.12
O10 2.37 7.08 1.08  0.09
C16 1.35 7.12 0.21  -0.59
O11 1.03 8.05 -0.49  0.14
O12 0.81 5.96 0.16  0.11
H19 2.47 3.23 0.91  0.08
H20 2.43 4.29 -0.59  0.10
H21 1.02 3.27 -0.07  0.06
H22 0.47 4.71 1.70  0.13
H23 3.34 5.38 1.86  0.13
H24 2.03 6.14 2.76  0.13
C17 -2.09 -5.95 2.40  0.01
C18 -1.54 -4.51 2.52  -0.24
C19 -0.37 -4.24 1.62  -0.07
O13 -0.71 -3.00 1.01  0.05
C20 -1.95 -2.79 1.07  -0.66
O14 -2.52 -1.88 0.43  0.08
O15 -2.48 -3.60 1.94  0.09
H25 -3.00 -6.09 3.01  0.10
H26 -1.35 -6.62 2.71  0.07
H27 -2.36 -6.32 1.48  0.04
H28 -1.52 -4.24 3.55  0.15
H29 -0.19 -4.96 0.81  0.15
H30 0.46 -4.13 2.26  0.12
C21 5.23 -0.98 -3.45  -0.02
O16 4.83 -1.50 -2.15  -0.03
C22 3.59 -2.07 -2.05  -0.34
O17 2.72 -2.18 -3.16  -0.07
O18 3.27 -2.59 -0.82  -0.02
C23 2.17 -3.40 -0.73  -0.10
H31 5.10 -1.83 -4.20  0.13
H32 6.26 -0.71 -3.38  0.09
H33 4.58 -0.18 -3.74  0.07
H34 1.23 -2.86 -0.65  0.07
H35 2.28 -4.03 0.14  0.10
H36 2.00 -4.08 -1.59  0.12
C24 -0.84 2.32 3.31  -0.08
C25 -1.81 2.02 2.19  -0.23
C26 -2.93 3.02 1.97  -0.14
C27 -2.35 4.34 1.76  -0.22
N1 -1.84 5.36 1.62  0.19
H37 -1.19 2.44 4.31  0.07
H38 -0.29 3.22 3.18  0.05
H39 -0.06 1.61 3.45  0.05
H40 -2.12 1.08 2.25  0.04
H41 -1.22 1.98 1.28  0.10
H42 -3.48 3.15 2.89  0.12
H43 -3.45 2.86 1.09  0.10
C28 2.92 1.67 -2.42  -0.09
C29 3.99 2.68 -2.93  -0.21
C30 5.29 2.64 -2.10  -0.18
C31 5.16 3.15 -0.73  -0.22
N2 5.02 3.54 0.32  0.17
H44 2.34 1.18 -3.24  0.07
H45 2.12 2.03 -1.87  0.01
H46 3.42 0.84 -1.86  0.08
H47 3.63 3.71 -2.91  0.12
H48 4.19 2.39 -3.93  0.09
H49 5.91 3.33 -2.73  0.13
H50 5.92 1.75 -2.10  0.11
C32 0.82 -0.13 -0.51  -0.06
C33 1.63 0.52 0.65  -0.21
C34 2.13 -0.49 1.71  -0.15
C35 1.09 -0.96 2.61  -0.20
N3 0.22 -1.37 3.24  0.20
H51 0.46 0.64 -1.21  0.06
H52 0.07 -0.70 -0.03  0.05
H53 1.50 -0.78 -1.15  0.07
H54 0.86 1.17 1.11  0.09
H55 2.49 1.12 0.33  0.08
H56 2.84 -0.06 2.37  0.11
H57 2.66 -1.29 1.26  0.10

Computed properties:
HOMO energy: -10.20 eV
SMILES: C[C@H]1COC(=O)O1.C[C@H]1COC(=O)O1.C[C@H]1COC(=O)O1.C[C@H]1COC(=O)O1.C[C@H]1COC(=O)O1.COC(=O)OC.CCCC#N.CCCC#N.CCCC#N
ΔE to the lowest compared entry with this formula, charge and spin: 326.4 kJ/mol
HOMO-LUMO gap: 10.20 eV

***

No. 2
This record from OMol25 describes C35H57O3PSi2Sr as an isolated structure in a non-equilibrium geometry. The level of theory is ωB97M-V with the def2-TZVPD basis set.

Each line ends with the Löwdin charge.
Element x y z (Å)
O1 1.50 -0.08 -0.40  -0.33
O2 2.38 -2.28 -3.17  -0.23
C1 2.51 0.95 -0.60  -0.23
C2 2.93 1.67 0.66  -0.06
H1 2.05 1.64 -1.32  0.10
H2 3.35 0.45 -1.09  0.11
H3 2.07 1.99 1.27  0.07
H4 3.50 2.56 0.39  0.09
H5 3.58 1.04 1.27  0.07
C3 1.81 -1.14 0.56  -0.22
C4 3.09 -1.85 0.20  -0.06
H6 0.95 -1.82 0.53  0.11
H7 1.86 -0.70 1.57  0.11
H8 3.06 -2.21 -0.84  0.06
H9 3.22 -2.72 0.86  0.09
H10 3.96 -1.20 0.33  0.08
C5 1.76 -3.53 -3.54  -0.27
C6 3.68 -2.10 -3.77  -0.27
C7 1.79 -4.56 -2.43  -0.07
H11 2.24 -3.96 -4.44  0.12
H12 0.72 -3.28 -3.80  0.10
H13 2.82 -4.86 -2.19  0.07
H14 1.25 -5.45 -2.76  0.08
H15 1.30 -4.18 -1.52  0.07
C8 4.71 -3.15 -3.37  -0.08
H16 4.02 -1.10 -3.45  0.11
H17 3.58 -2.09 -4.87  0.12
H18 4.78 -3.27 -2.28  0.08
H19 5.69 -2.84 -3.73  0.08
H20 4.49 -4.12 -3.83  0.07
H21 1.06 -0.70 -2.39  0.05
Sr1 -1.14 0.64 -0.43  1.38
C9 0.13 -0.24 -2.87  -0.25
Si1 0.35 0.06 -4.74  0.47
H22 -0.74 -0.90 -2.70  0.03
H23 -0.04 0.80 -2.49  -0.06
C10 1.97 0.97 -5.00  -0.17
C11 -1.08 1.13 -5.34  -0.18
C12 0.38 -1.44 -5.86  -0.18
C13 -0.50 2.96 -1.53  -0.40
Si2 -1.98 3.93 -0.99  0.34
H24 -0.29 3.03 -2.61  -0.05
H25 0.44 3.27 -1.02  -0.03
C14 -2.98 4.50 -2.49  -0.20
C15 -1.53 5.46 0.00  -0.19
C16 -3.14 2.87 0.08  -0.25
H26 0.48 -1.11 -6.90  0.04
H27 -0.55 -2.01 -5.78  0.03
H28 1.22 -2.12 -5.64  0.00
H29 1.95 1.96 -4.53  0.04
H30 2.15 1.11 -6.08  0.04
H31 2.82 0.40 -4.59  0.01
H32 -1.40 1.87 -4.59  0.02
H33 -1.94 0.50 -5.59  0.03
H34 -0.78 1.68 -6.25  0.04
H35 -0.62 5.93 -0.40  0.03
H36 -1.35 5.21 1.06  0.03
H37 -2.34 6.20 -0.04  0.02
H38 -2.69 2.57 1.04  0.01
H39 -3.54 1.99 -0.44  0.00
H40 -4.02 3.49 0.33  0.04
H41 -3.63 5.35 -2.21  0.02
H42 -3.61 3.70 -2.88  0.02
H43 -2.31 4.84 -3.29  0.03
O3 -0.57 1.63 1.92  -0.28
C17 -0.48 0.95 2.99  -0.50
C18 0.68 0.48 3.71  -0.26
C19 1.98 0.93 3.97  -0.06
C20 2.78 0.11 4.77  -0.10
C21 2.30 -1.08 5.31  -0.14
C22 0.99 -1.52 5.08  -0.09
C23 0.21 -0.77 4.22  -0.27
P1 -1.48 -0.37 3.82  1.08
C24 -2.38 -0.19 5.35  -0.31
C25 -2.97 -1.36 5.88  -0.09
C26 -3.59 -1.33 7.12  -0.09
C27 -3.65 -0.13 7.84  -0.08
C28 -3.07 1.04 7.31  -0.08
C29 -2.43 1.01 6.07  -0.06
C30 -2.54 -0.94 2.49  -0.31
C31 -3.76 -0.26 2.31  -0.08
C32 -4.45 -0.39 1.10  -0.09
C33 -3.94 -1.22 0.10  -0.14
C34 -2.79 -1.98 0.32  -0.16
C35 -2.08 -1.86 1.52  -0.12
H44 2.30 1.89 3.57  0.10
H45 3.81 0.43 4.97  0.10
H46 2.96 -1.67 5.95  0.08
H47 0.60 -2.44 5.52  0.10
H48 -2.91 -2.29 5.30  0.11
H49 -4.03 -2.24 7.52  0.10
H50 -4.14 -0.10 8.81  0.10
H51 -3.11 1.97 7.88  0.11
H52 -1.98 1.91 5.65  0.11
H53 -4.14 0.38 3.10  0.12
H54 -5.38 0.16 0.96  0.12
H55 -4.49 -1.31 -0.85  0.11
H56 -2.44 -2.70 -0.43  0.11
H57 -1.19 -2.45 1.74  0.11

Computed properties:
HOMO energy (alpha / beta): -4.16 / -4.16 eV
ΔE to the lowest compared entry with this formula, charge and spin: 0.0 kJ/mol
HOMO-LUMO gap (alpha / beta): 4.14 / 4.14 eV